# C72H216N36O12P12

12 unconnected molecules or ions with the total composition C72H216N36O12P12 at a distorted geometry (ωB97M-V/def2-TZVPD, the Open Molecules 2025 dataset).

The geometry in XYZ format:
```
348
Properties=species:S:1:pos:R:3:forces:R:3
O -28.8754 -23.2883 -12.9256 -0.1884 0.3099 0.4426
P -29.1155 -23.1728 -11.4657 0.2224 -0.2682 1.0873
N -28.2488 -24.3523 -10.6441 0.5635 -0.8042 -0.6591
C -28.0400 -25.6287 -11.3856 -0.4277 0.2360 -0.0351
C -27.9752 -24.3912 -9.2070 0.1302 0.4118 0.2045
N -30.7221 -23.3664 -11.0679 0.0697 -0.0813 -0.8556
C -31.6176 -23.8203 -12.1267 -0.0130 -0.3440 -0.2306
C -31.2089 -23.3944 -9.7023 0.0670 1.1198 0.0764
N -28.7192 -21.7612 -10.6240 -0.4090 -0.0221 -1.0741
C -29.6662 -20.6074 -10.8449 0.4150 -0.7738 1.7039
C -27.2746 -21.4695 -10.6128 0.0141 -0.5936 0.1126
H -27.0842 -26.0754 -11.1577 0.4474 0.0386 0.5216
H -28.0143 -25.5206 -12.4841 -0.3281 0.4610 0.5797
H -28.8123 -26.3772 -11.1392 0.0743 0.1978 0.0046
H -26.9062 -24.6293 -8.9927 -0.6736 -0.2333 -0.3152
H -28.6583 -25.0382 -8.6010 0.4660 0.1105 -0.6287
H -28.1057 -23.3783 -8.8142 -0.0554 -0.0831 -0.0182
H -31.1066 -23.7480 -13.0812 0.1557 0.2277 -0.0095
H -31.9096 -24.8829 -12.0726 0.0467 0.1855 0.5054
H -32.5243 -23.2261 -12.2103 -0.1819 0.1951 0.2553
H -31.8048 -24.2822 -9.5779 -0.0707 -0.5515 0.4957
H -30.4302 -23.2518 -8.9230 -0.2008 -0.5977 -0.7225
H -31.8697 -22.5328 -9.5131 -0.1935 -0.1075 -0.1599
H -29.5470 -19.8929 -10.0033 0.3642 -0.1458 -0.6465
H -29.6359 -20.1039 -11.8107 0.3363 -0.1155 -0.0612
H -30.6600 -21.0119 -10.6624 -0.0846 0.0689 -0.4147
H -26.9807 -20.8710 -11.4741 0.1123 0.3195 0.1308
H -26.6619 -22.3867 -10.6350 -0.4895 0.1739 -0.2310
H -26.9886 -21.0499 -9.6546 0.0040 0.6897 0.0468
O -24.2172 -15.7265 -12.3684 -0.5505 0.3725 0.1069
P -23.2170 -16.7950 -12.3186 0.8121 -1.7762 0.3275
N -23.1294 -17.6776 -13.7345 -0.0519 -0.3509 -0.0216
C -22.7140 -19.1098 -13.8466 -0.3478 1.2283 -0.5254
C -23.1938 -16.8504 -14.9432 -0.3487 -0.4929 -0.0062
N -23.5150 -17.9221 -11.0714 -1.2673 0.8888 -1.1795
C -22.5217 -18.7586 -10.4994 2.0098 -0.7059 0.7004
C -24.8595 -18.5028 -11.1427 -0.2571 0.1337 1.5134
N -21.6958 -16.1713 -12.0341 0.0388 -0.8723 0.0948
C -21.6524 -15.1056 -11.0578 0.4304 0.6394 -0.3404
C -20.4554 -16.7630 -12.5184 -0.1365 0.0676 -0.8370
H -22.5421 -19.4990 -12.8583 0.2364 -0.1319 0.2057
H -21.8038 -19.1808 -14.4661 -0.1882 -0.0934 0.2739
H -23.4678 -19.7498 -14.3222 0.1720 0.4472 0.1225
H -24.0533 -17.0649 -15.6074 0.3672 -0.2740 0.3289
H -22.2737 -16.8817 -15.5193 0.2566 -0.2562 -0.1763
H -23.3261 -15.8372 -14.6192 -0.1088 0.6261 0.0648
H -21.5236 -18.2908 -10.5368 -0.3283 0.0737 -0.3800
H -22.5726 -18.9563 -9.4237 -0.8528 0.2191 -0.0410
H -22.4000 -19.7489 -10.9651 -0.2641 0.1168 -0.0957
H -24.9365 -19.4332 -11.6675 0.3175 -0.6847 -0.6893
H -25.2623 -18.7327 -10.1423 0.5128 -0.0091 0.0527
H -25.6026 -17.8229 -11.5176 0.0490 0.5857 -0.6053
H -22.5376 -14.5028 -11.2399 -0.0018 0.2632 0.2184
H -21.6593 -15.4220 -10.0152 0.1293 -0.2445 0.0656
H -20.7563 -14.4837 -11.2253 -0.2732 -0.1829 0.0443
H -20.6669 -17.4910 -13.3135 -0.1878 0.3417 0.0968
H -19.8263 -17.3384 -11.8294 -0.2225 0.3767 0.5420
H -19.8633 -15.9590 -12.9803 0.1239 -0.2423 0.2092
O -20.9975 -26.1951 -5.6444 0.0795 0.3007 1.1589
P -20.6418 -25.6710 -4.2887 0.6561 -0.8415 0.1469
N -21.7393 -24.4957 -3.7844 1.1285 0.2568 0.5334
C -23.1082 -24.8620 -3.9359 -1.3936 0.2721 0.1953
C -21.4748 -23.7236 -2.5793 0.6374 -0.0534 0.7536
N -19.1330 -24.9244 -4.0907 -1.6934 -0.4179 -1.1006
C -19.0848 -23.6839 -4.8901 0.6973 -0.0275 0.4264
C -17.9463 -25.7891 -4.0196 -0.4101 0.2710 0.8129
N -20.5906 -26.9051 -3.1185 -0.5977 -1.3691 -2.2756
C -20.1596 -26.6958 -1.7903 0.1780 0.7854 2.0452
C -20.7921 -28.3252 -3.5664 0.2575 0.4379 -0.1245
H -23.4950 -25.4914 -3.1078 0.1466 0.2678 -0.1915
H -23.2205 -25.3964 -4.8506 -0.0609 -0.6316 -0.6697
H -23.7720 -23.9814 -4.0587 0.4322 -0.2244 0.3745
H -20.4188 -23.4833 -2.4652 0.1253 -0.1675 -0.3069
H -21.7405 -24.2196 -1.6272 -0.2726 -0.1174 -0.4282
H -21.9644 -22.7629 -2.5743 -0.5791 0.3070 -0.3421
H -18.7176 -23.7720 -5.9259 -0.3123 -0.2930 0.3125
H -20.0463 -23.1900 -4.8278 -0.3613 -0.1759 -0.4855
H -18.4500 -22.9833 -4.3822 0.8357 0.2609 0.2396
H -17.1894 -25.1560 -3.5871 0.7157 -0.0171 -0.1439
H -18.1306 -26.6015 -3.3160 -0.1385 0.1736 0.0931
H -17.5943 -26.2908 -4.9139 -0.0915 0.4591 -0.6462
H -19.1613 -27.0601 -1.4488 -0.4135 -0.4340 -0.7783
H -20.0520 -25.6192 -1.6074 -0.2429 -0.2280 -0.0344
H -20.8972 -27.0781 -1.0489 0.3281 0.1408 -0.3937
H -19.8338 -28.8661 -3.5663 -0.1219 0.0809 0.2290
H -21.1494 -28.3740 -4.6083 0.0829 0.4162 0.4829
H -21.5139 -28.8937 -2.9472 0.3206 0.5565 0.0102
O -26.2477 -30.9046 -7.6846 -0.1094 -0.1823 -0.1669
P -26.0812 -30.2450 -6.3745 -0.7676 -0.4872 1.1430
N -25.9824 -31.4162 -5.1323 0.4291 0.5867 -1.5082
C -26.0525 -32.8205 -5.5698 0.0550 -0.3871 0.8913
C -25.8665 -31.0538 -3.7163 -1.7824 -0.4823 -0.7470
N -27.3283 -29.2531 -5.8350 0.0936 -0.4433 -0.1355
C -28.5828 -29.9384 -5.4227 0.8463 0.3741 0.0827
C -27.4152 -27.9245 -6.4510 -0.4988 0.2646 0.2536
N -24.7888 -29.2199 -6.4138 -0.5777 -0.6091 0.2002
C -24.4373 -28.3360 -5.3284 0.5571 -0.0415 0.6003
C -23.7117 -29.6386 -7.2852 0.2091 0.5533 -0.5590
H -26.9713 -33.3159 -5.1800 0.5052 0.2286 0.0174
H -25.1631 -33.4001 -5.2346 -0.5160 0.3196 -0.0623
H -26.1058 -32.8985 -6.6566 0.0887 0.3337 0.1908
H -26.6031 -31.6651 -3.1885 0.3564 -0.5044 0.3398
H -26.3479 -30.0824 -3.5798 0.7683 0.3537 -0.0641
H -24.8844 -31.1517 -3.2641 0.1570 0.1108 -0.0859
H -29.2935 -30.0264 -6.2549 -0.0116 0.2720 0.2502
H -28.3344 -30.9542 -5.0997 0.0062 0.1708 -0.1222
H -28.9921 -29.4306 -4.5369 -0.2248 0.0202 -0.4652
H -27.4973 -27.1104 -5.6946 0.1321 -0.4994 -0.3535
H -26.5331 -27.7683 -7.0703 -0.0326 0.1404 0.2075
H -28.2716 -27.8170 -7.1282 -0.0913 -0.2434 0.1200
H -23.9470 -27.4748 -5.7869 0.1596 0.0828 0.3375
H -25.3270 -27.9797 -4.7806 0.3792 -0.2823 -0.2839
H -23.7212 -28.8160 -4.5978 -0.6104 0.4580 -0.5942
H -24.1019 -30.2746 -8.0822 -0.0276 0.0954 0.2401
H -22.9224 -30.1839 -6.7627 0.1381 0.1003 0.1138
H -23.3198 -28.7273 -7.7565 0.3417 -0.2952 0.1035
O -22.9519 -21.6028 -15.6785 -1.9893 -0.8968 -0.0483
P -24.2182 -22.4107 -15.9038 0.9742 -0.6750 -0.6841
N -25.4920 -21.5372 -16.5417 0.4711 0.7123 0.1527
C -26.7534 -22.1147 -17.0384 0.4549 1.0124 0.4716
C -25.4704 -20.1023 -16.2287 0.9638 0.2846 -0.6185
N -24.6693 -23.3149 -14.5740 -0.8742 0.7143 -1.0860
C -24.2264 -22.8096 -13.2847 -0.3661 0.2743 -0.5168
C -25.9682 -24.0567 -14.5918 1.5157 0.5394 0.6145
N -24.0447 -23.6313 -17.0802 0.0411 0.5025 0.7815
C -23.2014 -24.7386 -16.6006 0.3184 0.3861 -1.2021
C -23.7477 -23.1116 -18.4209 -1.2532 0.8998 0.5011
H -26.5576 -23.0630 -17.5297 -0.1402 -0.1145 0.1623
H -27.1551 -21.4037 -17.7614 -0.0012 -0.0873 -0.2299
H -27.4984 -22.1733 -16.2354 0.0701 -0.3954 -0.1263
H -26.0645 -19.8338 -15.3607 -0.4287 0.0792 0.0451
H -25.7037 -19.4600 -17.1054 -0.4027 -0.5622 0.3909
H -24.4282 -19.8105 -16.0009 -0.5264 -0.3343 -0.0570
H -23.9198 -21.7718 -13.4035 0.3015 -0.0277 0.3020
H -25.0383 -22.8188 -12.5617 0.1095 -0.2717 0.1977
H -23.3908 -23.4312 -13.0317 0.5294 -0.0617 1.0411
H -25.7689 -24.8911 -13.9109 -0.5668 -0.1648 -0.1625
H -26.8069 -23.4510 -14.2210 0.1407 -0.2215 -0.1297
H -26.1181 -24.4078 -15.6032 -0.2829 -0.2364 -0.0910
H -22.9754 -25.3252 -17.4840 0.2139 -0.2747 -0.1356
H -22.2454 -24.4074 -16.1696 -0.2026 -0.0364 0.0902
H -23.7380 -25.3852 -15.9350 -0.2346 -0.1148 0.5472
H -24.6068 -22.4864 -18.7258 0.2838 -0.3361 0.0262
H -23.6670 -23.9000 -19.1348 0.2111 -0.7000 -0.3860
H -22.9046 -22.4361 -18.4814 0.6452 -0.0575 0.1498
O -26.6857 -30.5818 -14.0301 0.1163 0.0859 -0.6889
P -26.8805 -30.8468 -12.6059 0.4860 -0.8292 2.4251
N -25.7628 -30.2316 -11.4417 0.7535 -1.0056 -1.0074
C -24.4729 -31.0182 -11.1452 -1.0588 1.2307 -1.1481
C -25.6267 -28.7742 -11.4279 -0.0404 0.0390 1.2888
N -26.8005 -32.5038 -12.2085 -0.2133 0.5804 -2.0111
C -26.6767 -33.4928 -13.3270 0.3291 -0.2851 1.1664
C -27.2917 -32.9153 -10.9106 -0.3700 0.0242 -0.5688
N -28.3246 -30.2202 -12.0150 -0.0933 0.5578 -1.2002
C -29.1806 -29.4265 -12.9528 0.7051 0.5790 0.5639
C -28.5005 -29.9564 -10.5714 -0.3558 -0.2824 -1.7348
H -23.7426 -30.8542 -11.9572 -0.2084 -0.0858 0.1782
H -24.7142 -32.0763 -11.1072 -0.0131 0.0930 0.1188
H -23.9909 -30.6893 -10.2216 -0.4640 0.0940 0.0374
H -25.4392 -28.4983 -10.3793 -0.0521 0.1455 -0.0847
H -26.5398 -28.2419 -11.7235 0.0407 -0.4730 -0.0735
H -24.8103 -28.3262 -11.9914 0.2481 -0.3873 -0.4602
H -25.6785 -33.9602 -13.3042 -0.0600 0.3970 -0.1985
H -27.3404 -34.3517 -13.2417 -0.4943 0.1429 0.4860
H -26.8863 -33.0863 -14.3044 0.2108 0.5557 -0.0704
H -26.9210 -32.1975 -10.2005 0.2861 -0.0667 0.6525
H -28.3975 -32.8921 -10.8362 0.3504 -0.2875 -0.0912
H -26.8971 -33.9005 -10.6872 -0.0798 -0.1852 0.2176
H -29.0877 -29.7257 -13.9942 0.2464 -0.4801 0.1716
H -30.2536 -29.4949 -12.6913 0.5788 0.0846 0.1854
H -28.8275 -28.3588 -12.9625 -0.6166 -0.6289 0.2551
H -27.7454 -30.5685 -10.1004 -0.3775 0.2505 0.7901
H -29.5394 -30.2600 -10.3937 0.2833 0.1435 0.7405
H -28.3370 -28.8983 -10.3461 -0.0930 0.0065 0.1755
O -21.6439 -18.8022 -7.4365 -1.4166 0.0268 -1.1344
P -20.7158 -18.5153 -6.3561 1.4517 1.7405 1.6034
N -19.8908 -17.0468 -6.6494 -0.5838 -0.9644 -0.7518
C -20.2386 -16.2274 -7.8303 0.8041 -0.3940 1.2637
C -18.9982 -16.4639 -5.6784 -1.4798 -0.3761 0.7876
N -19.6686 -19.7996 -6.2422 0.8674 -0.3826 1.4260
C -19.4508 -20.5151 -7.4686 -0.3546 -0.4351 -0.4235
C -18.5754 -19.9099 -5.2401 -0.0453 0.3797 -1.5326
N -21.2709 -18.3048 -4.7868 0.1404 -0.2791 -1.1416
C -21.7954 -19.5102 -4.1076 -0.4794 1.5740 -0.2333
C -21.8425 -17.0141 -4.4013 -0.8700 0.0061 0.7186
H -20.9887 -16.7967 -8.3366 -0.4823 -0.0059 -0.6434
H -19.3538 -16.0701 -8.4604 -0.1519 -0.0796 -0.0328
H -20.6090 -15.2400 -7.5257 -0.1453 -0.0883 -0.0078
H -18.7959 -17.2138 -4.9028 0.2422 0.3694 -0.2123
H -19.5522 -15.6507 -5.1821 0.5957 0.1946 0.0585
H -18.0978 -16.0995 -6.1196 0.7488 0.2401 -0.3178
H -19.3626 -21.6087 -7.3851 -0.1117 0.1762 0.5425
H -20.3349 -20.3091 -8.0714 0.3997 -0.1765 -0.4090
H -18.5350 -20.1816 -7.9339 0.3648 0.2257 -0.5369
H -18.4499 -20.9345 -4.9009 -0.1808 -0.0594 0.0730
H -17.5903 -19.5754 -5.6382 -0.5117 -0.1974 -0.1161
H -18.7965 -19.2449 -4.4408 -0.2598 0.2200 0.9584
H -21.4073 -20.3398 -4.6544 0.2349 -0.8409 -0.0179
H -21.4183 -19.4727 -3.0883 -0.2211 -0.3611 0.2381
H -22.9071 -19.5462 -4.1399 0.5937 0.0825 0.1731
H -22.9508 -16.9372 -4.4707 0.5909 -0.4490 -0.0631
H -21.4629 -16.1689 -4.9627 0.2418 -0.2220 -0.3236
H -21.5704 -16.8309 -3.3600 -0.0313 0.0511 0.1548
O -18.0668 -22.9375 -11.3744 -0.1624 -0.1209 -0.0383
P -17.8688 -23.5144 -12.7188 0.7573 -1.1829 -2.0331
N -18.5925 -22.5776 -13.9237 0.8371 0.3710 0.3894
C -18.4714 -22.9290 -15.3764 -0.8296 -0.0078 1.0075
C -19.3384 -21.3823 -13.4723 0.1431 0.4375 0.3150
N -18.4522 -25.1044 -13.0710 -0.5323 1.8943 0.9525
C -19.9158 -25.2154 -13.3423 0.4981 0.1222 -0.2580
C -17.8544 -26.0951 -12.1969 0.5144 -1.7401 -1.0676
N -16.1849 -23.7451 -13.0231 -0.3559 0.0442 0.5552
C -15.5902 -24.5873 -14.0944 0.0735 1.0745 -0.2897
C -15.3305 -22.7352 -12.3192 -0.4421 -0.7974 -1.3302
H -17.4492 -23.0243 -15.7475 0.1220 -0.0386 0.4189
H -18.9413 -22.1565 -16.0004 -0.1045 -0.2173 0.4113
H -19.0035 -23.8888 -15.5030 0.2753 0.3916 -0.4191
H -19.2383 -21.2528 -12.3756 0.2711 -0.2428 -0.6865
H -20.3966 -21.5164 -13.6245 -0.6030 -0.0520 -0.3944
H -19.0554 -20.4032 -13.9344 0.1623 -0.9491 0.0168
H -20.5184 -25.6509 -12.5320 0.4264 0.1034 -0.0145
H -20.3203 -24.2326 -13.5886 0.0521 0.0752 0.2993
H -20.0775 -25.7852 -14.2565 0.0562 -0.4358 0.0743
H -17.7873 -27.0567 -12.7764 -0.3241 0.5245 0.7253
H -16.8173 -25.8414 -12.0236 0.2102 0.2526 0.0462
H -18.2866 -26.2804 -11.2078 -0.5138 0.2364 -0.2113
H -16.3715 -25.0636 -14.6690 -0.3822 -0.2553 0.1671
H -15.0499 -23.9863 -14.8637 -0.1862 0.0222 0.6491
H -14.8760 -25.3727 -13.7895 -0.3504 0.3617 0.5077
H -15.9708 -22.1713 -11.6696 -0.2418 0.3211 0.3060
H -14.9237 -22.0746 -13.0861 0.3496 0.1457 0.1702
H -14.5414 -23.1600 -11.6987 0.0901 -0.2921 -0.2093
O -15.3131 -24.1633 -5.7105 -0.3339 -0.2798 -0.6941
P -14.7905 -24.0853 -7.0987 1.1238 0.9924 -0.0235
N -15.3745 -22.8833 -8.1763 0.6495 -0.9218 1.0221
C -15.0099 -21.5324 -7.8042 -1.3786 0.8741 0.6297
C -16.7912 -23.0144 -8.4846 -0.3406 -0.4330 -1.1021
N -14.9684 -25.5043 -7.9735 -0.3191 -0.3973 0.2831
C -14.8381 -25.5452 -9.4376 -0.0652 0.2226 0.3935
C -15.3707 -26.7901 -7.3109 0.4548 0.9471 -0.2726
N -13.1213 -23.5666 -6.9739 -1.4748 -1.4586 -0.7585
C -12.4335 -24.1741 -5.8365 0.8159 0.4312 0.0859
C -12.4250 -23.6000 -8.2647 1.1036 1.1299 0.7712
H -15.6278 -21.1870 -6.9408 0.5812 -0.1255 -0.2001
H -15.2309 -20.8285 -8.5908 -0.3948 0.0243 -0.6872
H -13.9752 -21.3795 -7.6176 0.7970 -0.3351 0.5010
H -17.4699 -23.0635 -7.6235 0.2692 0.1533 0.1085
H -16.9246 -23.9255 -9.0871 -0.1887 0.2739 0.2855
H -17.1044 -22.1964 -9.1524 0.1312 -0.2345 0.3273
H -14.3359 -24.6387 -9.7775 -0.1889 -0.1404 -0.0442
H -14.2611 -26.4088 -9.7992 -0.0686 0.0860 0.3782
H -15.8278 -25.5817 -9.8879 -0.1107 -0.0507 -0.2694
H -16.4523 -27.0396 -7.3075 0.4424 0.4278 -0.4379
H -14.8022 -27.5686 -7.8397 -0.2578 -0.0210 0.4330
H -15.0764 -26.7085 -6.2640 0.0900 -0.2542 -0.0887
H -12.1406 -25.2282 -5.9781 -0.0543 0.2403 -0.0521
H -11.5465 -23.5839 -5.5273 -0.1329 -0.2751 -0.7089
H -13.0547 -24.0824 -4.9677 -0.6287 -0.2712 0.2835
H -12.2411 -24.5485 -8.7712 -0.2624 -0.3999 0.3360
H -11.4372 -23.1352 -8.0975 -0.2057 -0.2121 -0.1330
H -12.9485 -22.9329 -8.9351 -0.1627 0.0251 -0.3513
O -28.3089 -23.2539 -5.0175 -0.0815 -0.3904 -0.0459
P -29.6390 -22.6310 -4.9067 -2.4196 0.0757 -0.1982
N -29.6540 -21.1920 -5.7583 0.6047 0.1892 -0.3492
C -30.8633 -20.3091 -5.8103 1.1918 -0.2813 -0.0269
C -28.3019 -20.7486 -6.3133 -1.0930 -0.2395 1.0763
N -30.1683 -22.1867 -3.3522 0.5759 -0.1549 -0.7968
C -29.1412 -21.3455 -2.7415 0.3180 -0.0125 0.5776
C -30.5994 -23.2891 -2.4842 0.5624 -0.0993 -0.4578
N -30.9567 -23.6543 -5.3774 2.3081 -0.7165 0.5362
C -32.3570 -23.3036 -5.5198 0.0814 0.3945 -0.2447
C -30.5760 -25.0059 -5.9137 -1.2142 1.5414 -1.1464
H -31.2578 -20.1692 -4.8080 -0.1208 -0.0677 0.1808
H -31.6388 -20.7332 -6.4451 -0.0196 -0.0010 -0.0935
H -30.6129 -19.3072 -6.1884 0.1675 -0.4192 -0.0088
H -27.5494 -20.7019 -5.5014 -0.3915 -0.0376 -0.3857
H -28.4450 -19.7478 -6.6982 0.0247 0.1375 -0.1738
H -27.9150 -21.4182 -7.0866 -0.2840 0.0696 0.0325
H -28.1827 -21.8752 -2.5286 -0.5837 0.0801 -0.1315
H -28.8999 -20.5085 -3.3993 -0.1269 0.0186 0.1024
H -29.5353 -20.9707 -1.7943 0.1089 0.1707 -0.0445
H -29.7509 -23.9657 -2.3048 -0.1310 -0.1130 0.0863
H -30.8775 -22.8712 -1.5122 -0.4008 -0.1583 -0.2233
H -31.3835 -23.8601 -3.0128 0.1930 0.3844 0.6969
H -32.5948 -23.1000 -6.5813 -0.0416 -0.0303 0.2375
H -33.0361 -24.1163 -5.1989 0.4346 0.2699 0.0979
H -32.5789 -22.3905 -4.9441 0.0219 -0.4267 -0.1232
H -30.9363 -25.8646 -5.3430 -0.1305 0.2560 0.2840
H -29.5132 -25.1036 -6.0922 0.1927 0.2136 0.2301
H -31.0802 -24.9847 -6.9010 0.3217 -0.7437 0.1904
O -25.0985 -16.6085 -4.8279 -0.3486 0.0881 0.1670
P -25.7617 -16.2045 -6.0828 -0.3978 0.1523 -1.4613
N -24.7341 -15.3758 -7.1192 -0.3851 0.3994 1.8991
C -24.4978 -15.6589 -8.4882 -0.1291 -0.7266 -1.4488
C -24.2955 -14.0814 -6.6303 -0.0244 0.5737 -0.1713
N -27.1527 -15.2672 -5.8819 1.0214 0.4216 -0.0910
C -27.9277 -15.6194 -4.7079 -0.3103 0.5561 0.3219
C -27.5080 -14.0926 -6.7281 0.3689 -1.0851 0.3036
N -26.3099 -17.5024 -6.9816 1.3668 -0.0307 0.5001
C -27.2749 -17.3310 -8.0649 0.6970 -0.2046 0.4047
C -25.3448 -18.6388 -7.0161 -1.5871 -0.0849 -0.9356
H -24.6495 -16.7089 -8.7406 0.0310 -0.0730 0.3700
H -23.4505 -15.4911 -8.7996 -0.5055 0.3862 0.2672
H -25.2163 -15.1542 -9.1528 0.4605 0.4062 -0.1183
H -24.7391 -13.2635 -7.2097 -0.1535 0.0375 -0.0466
H -23.2267 -13.9228 -6.7269 0.4067 -0.3183 0.0298
H -24.5637 -13.9104 -5.5809 0.0164 -0.2972 -0.1997
H -27.9197 -14.8522 -3.9286 0.0242 0.2900 -0.1432
H -28.9622 -15.8556 -4.9180 -0.4580 0.0895 -0.4128
H -27.5342 -16.4929 -4.2193 0.4546 -0.4190 -0.0527
H -28.4515 -14.3155 -7.2484 0.0814 0.3360 0.1518
H -27.5825 -13.1439 -6.1647 -0.0108 -0.4970 -0.0900
H -26.7185 -13.9928 -7.4934 -0.4828 0.0376 0.3417
H -26.8508 -17.2648 -9.0857 0.0421 -0.2749 0.4452
H -27.9544 -18.1748 -7.9725 -0.3843 0.0867 -0.5082
H -27.7719 -16.3882 -7.8726 -0.4505 -0.0743 -0.0741
H -25.9401 -19.5643 -6.8956 0.4402 0.1853 -0.1157
H -24.6588 -18.5495 -6.1907 0.2792 0.0415 0.1419
H -24.8175 -18.6739 -7.9859 0.0241 -0.0932 0.4575
O -24.1915 -22.5945 -9.9970 -0.5805 1.1045 -0.7005
P -23.5050 -23.3127 -8.9303 1.0635 -1.8122 2.3287
N -23.6821 -22.9652 -7.2985 -1.2729 0.3197 -0.8250
C -22.7980 -22.0887 -6.5550 0.1564 -0.5012 0.2466
C -25.1095 -22.9302 -6.9040 0.4898 -0.9246 0.1036
N -21.8568 -23.2825 -9.0948 0.1249 0.5733 -0.9830
C -21.2583 -22.5182 -10.2306 -0.1950 -0.1877 1.5679
C -21.0066 -24.2050 -8.3437 -0.4818 0.7290 -0.8010
N -24.1417 -24.8923 -8.8639 0.9824 0.2200 -2.1769
C -24.1631 -25.4849 -10.2271 -1.6449 -0.4571 -0.0021
C -24.0665 -25.8774 -7.7998 -0.4754 1.2857 0.2911
H -21.7559 -22.4259 -6.6839 -0.3458 0.5653 -0.2497
H -22.9919 -22.2704 -5.4936 -0.1727 0.2451 0.0648
H -22.9562 -21.0344 -6.7988 0.3417 0.0452 0.0802
H -25.2106 -23.4760 -5.9673 -0.1260 0.5414 0.5431
H -25.6761 -23.5797 -7.5733 0.0195 0.4088 -0.2486
H -25.5643 -21.9367 -6.8826 0.1888 -0.0139 0.1404
H -20.4715 -21.8183 -9.8567 -0.6884 -0.3118 -0.2467
H -20.7653 -23.1912 -10.9056 0.2458 -0.3981 -0.5632
H -22.1002 -22.0176 -10.7052 0.3657 0.2145 -0.1854
H -20.7543 -25.0676 -8.9678 -0.0452 -0.2549 0.3457
H -20.0856 -23.6966 -8.0886 0.3696 0.1209 0.1141
H -21.5278 -24.4415 -7.4272 0.1176 -0.6458 0.2056
H -24.4853 -24.7404 -10.9734 0.2112 -0.1085 0.4580
H -23.2568 -25.9687 -10.6335 0.0926 0.1733 0.6570
H -24.9750 -26.2565 -10.2188 0.6803 0.3614 -0.0903
H -23.1339 -26.4337 -7.7932 -0.0162 -0.5634 -0.2028
H -25.0046 -26.4616 -7.8774 0.7549 -0.2748 0.1971
H -24.0725 -25.3265 -6.8495 -0.1322 -0.2435 -0.1813
```
Positions in Å, forces in eV/Å.

Properties
LUMO energy ... 0.491 eV
2S+1 ... 1
DFT total energy ... -267864.314 eV
M ... 2150.4 g mol⁻¹
Frontier orbital gap ... 8.549 eV
HOMO ... -8.1 eV
Charge ... 0
SMILES ... CN(C)P(=O)(N(C)C)N(C)C.CN(C)P(=O)(N(C)C)N(C)C.CN(C)P(=O)(N(C)C)N(C)C.CN(C)P(=O)(N(C)C)N(C)C.CN(C)P(=O)(N(C)C)N(C)C.CN(C)P(=O)(N(C)C)N(C)C.CN(C)P(=O)(N(C)C)N(C)C.CN(C)P(=O)(N(C)C)N(C)C.CN(C)P(=O)(N(C)C)N(C)C.CN(C)P(=O)(N(C)C)N(C)C.CN(C)P(=O)(N(C)C)N(C)C.CN(C)P(=O)(N(C)C)N(C)C

Results of the Mulliken charge analysis, in e, for atoms 1 through 6: O -1.142; P 0.344; N 1.098; C -0.586; C 0.780; N 0.554